Record 1
{"formula": "C5H15NO", "method": "wB97M-V/def2-TZVPD", "species": ["H", "H", "H", "H", "H", "H", "H", "C", "H", "H", "O", "H", "H", "C", "H", "H", "C", "C", "N", "H", "C", "H"], "xyz": [[-0.4748, -1.6428, -1.4501], [2.5801, 1.0146, -0.3695], [-1.1779, -1.2344, 1.0327], [-1.6436, -0.7811, -2.4971], [2.0464, -0.1306, -1.6083], [0.0583, -0.5552, -2.7305], [1.5894, -0.3480, 0.0661], [1.7482, 0.4032, -0.7044], [2.0522, -0.4544, 2.8782], [2.4986, -1.8689, 3.3111], [1.8642, -1.1633, 3.4980], [-1.9757, 1.5701, 0.1120], [-0.7478, 0.3231, 1.7589], [0.4778, 1.2193, -0.8924], [0.3402, 1.8235, 0.0107], [-2.3943, -0.2527, 1.8620], [-1.8018, 0.5211, -0.1315], [-1.5175, -0.2072, 1.1997], [-0.7217, 0.4356, -1.0786], [-2.6796, 0.0798, -0.6018], [-0.7002, -0.7056, -1.9589], [0.5793, 1.9539, -1.7063]], "forces_ev_per_a": [[0.0, -0.4, 0.0], [0.1, 0.2, -0.1], [0.0, 0.1, 0.0], [-0.2, -0.2, 0.1], [0.0, 0.1, 0.0], [0.0, 0.0, 0.1], [-0.1, -0.2, 0.1], [0.0, -0.3, 0.0], [0.1, 0.0, -0.1], [-0.2, 0.3, 0.0], [0.0, -0.3, 0.1], [-0.3, 0.1, -0.2], [0.2, 0.0, 0.0], [-0.3, 0.2, 0.3], [-0.1, 0.0, 0.0], [0.1, 0.1, -0.3], [0.6, -0.5, 0.7], [-0.2, -0.1, 0.1], [-0.2, 0.1, -0.5], [-0.2, 0.2, 0.0], [0.3, 0.6, -0.1], [0.2, -0.2, -0.1]], "smiles": "CCN(C)CC.O", "homo_lumo_gap_ev": 8.48, "charge": 0, "e_homo_ev": -7.7, "e_above_lowest_kcal_mol": 26.7, "spin_multiplicity": 1}

Record 2
{"formula": "C36H57F3N6O3P2SV", "method": "wB97M-V/def2-TZVPD", "species": ["C", "H", "C", "C", "H", "H", "H", "H", "H", "H", "C", "O", "H", "H", "C", "H", "H", "H", "C", "H", "N", "H", "C", "H", "H", "H", "C", "H", "N", "O", "H", "H", "H", "N", "H", "N", "H", "H", "H", "H", "C", "O", "C", "C", "V", "H", "H", "H", "C", "N", "C", "P", "C", "C", "H", "H", "C", "C", "C", "H", "H", "H", "H", "H", "H", "H", "H", "H", "H", "H", "C", "H", "H", "C", "C", "H", "C", "C", "C", "H", "C", "C", "C", "H", "C", "P", "N", "C", "C", "F", "H", "H", "F", "C", "H", "H", "C", "C", "C", "F", "H", "C", "S", "H", "H", "H", "H", "H", "C"], "xyz": [[1.9155, 3.1662, -0.8891], [-1.2465, -5.6603, -2.3715], [-1.1324, 2.0252, 1.7318], [-2.9208, -3.1268, 0.9657], [2.7761, -0.5081, 3.3285], [-3.9479, -0.5046, -1.0897], [-3.6938, -2.9450, -3.0373], [-2.6803, -0.7559, 3.6395], [-1.3230, 3.4363, 3.3341], [-0.0114, -4.6985, -1.5590], [2.4779, -2.7997, -0.1405], [3.6066, -1.2807, -3.5663], [-3.7927, 1.7810, 2.3580], [2.3498, 0.8080, -3.0882], [2.4865, 4.2616, -1.5542], [4.2844, -2.5153, -1.2598], [4.8455, 1.0514, -0.7352], [5.3038, -0.1985, 0.3958], [-3.0248, 1.0216, 4.7808], [-3.3562, -3.9688, 0.4225], [1.3889, 3.3117, 0.3698], [1.0697, 2.8531, 3.2070], [-0.0897, 1.3833, 4.3567], [-3.4540, 0.3415, 1.4253], [3.5169, 4.9102, -3.3026], [2.4699, 5.2348, -1.0804], [-2.6407, 3.8588, 0.2869], [-4.7344, -1.1125, 0.3717], [2.4540, 0.4995, 1.4713], [2.2720, -3.3460, -3.4305], [1.1393, 4.2505, 0.6369], [-0.8092, 2.0593, 4.8202], [-4.0562, 0.7585, 5.0310], [-0.7151, 0.7456, -0.3212], [-1.0795, 2.3532, -4.6267], [1.9185, 1.9373, -1.4283], [-2.0993, -1.7221, -3.9501], [-3.2994, 4.5158, -0.2706], [-2.4009, 0.7435, 5.6316], [0.3851, 0.6504, 6.3574], [4.4465, 0.3411, -0.0111], [1.3855, -1.2353, -2.5892], [1.6921, -1.8188, 1.9945], [-0.9055, 1.6554, -2.6151], [1.4081, 0.0037, -0.4443], [2.0309, -2.7535, 2.4598], [-0.6216, -0.4602, 5.4258], [-4.6544, 0.2781, 2.7139], [-1.7262, -3.5492, -2.2573], [3.5565, -0.5995, -0.7288], [-1.7866, -0.7682, -3.5527], [-1.3465, -2.1318, -1.1143], [3.7292, 1.1381, 1.1072], [-1.6786, 0.2964, -4.4278], [-1.1568, -3.2940, -3.1563], [4.3870, 1.2151, 1.9803], [-4.0809, -1.3877, -0.4631], [3.0613, 4.0730, -2.7879], [-1.2101, 1.5130, -3.9548], [1.0883, -0.3045, 5.0474], [2.0392, 1.5427, 3.9176], [-4.6035, -2.1433, -1.0513], [0.6747, 2.6412, 0.6225], [-1.5200, -5.0938, -0.7216], [-1.9244, 0.1654, -5.4743], [3.7045, -1.0852, 1.9819], [1.4222, 2.8335, 4.9274], [3.5114, 2.1485, 0.7813], [-3.7540, -4.1838, -1.7913], [0.5495, -2.3615, 0.3674], [3.7765, -2.0403, -0.4179], [-2.5029, 5.1532, 2.0260], [-0.5469, 2.6111, -2.2559], [-2.2415, 2.6806, -0.2980], [-2.2195, 4.2123, 1.5731], [0.7372, -1.5438, 2.4315], [0.2007, 0.2560, 5.3547], [-2.6354, 0.3270, 3.4778], [-1.0582, 0.6025, -1.7028], [3.4506, 2.6103, -4.3487], [-3.6861, 0.6959, 2.4248], [-1.0879, -4.8216, -1.6887], [-2.7486, -1.9002, 0.0698], [-2.6184, 2.4522, -1.2842], [1.5864, -1.5389, -5.1663], [-0.8650, 0.6122, 2.8469], [1.4783, -1.9813, 0.5549], [2.7152, -0.7319, 2.2599], [-1.3323, 1.7770, 0.3320], [2.3683, -2.0267, -6.1301], [1.8932, 1.1437, 2.0205], [-3.5918, -2.8941, 1.7984], [0.3727, -2.0832, -5.2960], [-1.5315, 3.2512, 2.2847], [4.4503, -2.1167, 0.4333], [2.0307, -3.1197, -1.0768], [2.4259, 1.7973, -2.6670], [1.1773, 2.1969, 4.0735], [-1.4626, -0.6528, -2.1991], [1.4813, -0.2156, -5.3435], [-2.9908, 2.1091, 4.6686], [3.0362, 2.8075, -3.3706], [2.2995, -1.9120, -3.5156], [-1.9666, -3.4561, 1.3856], [2.7158, -3.7039, 0.4333], [-3.2163, -4.6032, -3.4121], [3.7273, -0.5043, -1.7284], [-2.3122, -1.1172, 0.6921], [-3.1793, -3.8227, -2.6470]], "forces_ev_per_a": [[0.0, 0.0, -0.1], [0.0, 0.0, 0.0], [-0.2, 0.0, 0.1], [0.0, 0.0, 0.0], [-0.1, 0.0, 0.1], [0.0, 0.0, 0.0], [0.0, 0.0, 0.0], [0.0, 0.0, 0.0], [0.0, 0.0, 0.0], [0.0, 0.0, 0.0], [-0.1, 0.0, 0.1], [0.0, 0.0, 0.0], [0.0, 0.0, 0.0], [0.0, -0.1, 0.0], [0.0, 0.0, 0.0], [0.0, 0.0, 0.0], [0.0, 0.0, 0.0], [0.0, 0.0, 0.0], [0.0, 0.0, 0.1], [0.0, 0.0, 0.0], [0.1, 0.0, -0.1], [0.0, 0.0, 0.0], [0.1, 0.0, 0.1], [0.1, 0.0, 0.0], [0.0, 0.0, 0.0], [0.0, 0.0, 0.0], [0.0, 0.0, 0.0], [0.0, 0.0, -0.1], [0.0, -0.2, -0.1], [0.0, 0.0, 0.0], [0.0, 0.0, 0.0], [0.0, 0.0, -0.1], [0.0, 0.0, 0.0], [-0.2, 0.1, -0.3], [0.0, 0.0, 0.0], [0.1, 0.2, 0.0], [0.0, 0.0, 0.0], [0.0, 0.0, 0.0], [-0.1, 0.0, -0.1], [0.0, 0.0, 0.0], [-0.1, -0.1, -0.1], [-0.1, 0.2, 0.1], [0.0, -0.1, -0.1], [0.1, 0.0, 0.0], [0.1, -0.2, -0.1], [0.0, 0.0, 0.0], [0.0, 0.1, 0.0], [0.0, 0.0, 0.0], [0.0, -0.1, 0.0], [0.1, 0.0, 0.1], [0.0, 0.0, 0.0], [-0.1, 0.1, -0.1], [0.0, -0.1, 0.0], [0.0, 0.0, 0.0], [0.0, 0.0, 0.0], [0.0, 0.0, 0.0], [-0.1, 0.0, 0.0], [0.0, 0.1, 0.0], [0.0, 0.0, 0.0], [0.0, 0.0, 0.0], [0.0, 0.0, 0.0], [0.0, 0.0, 0.0], [-0.1, 0.0, 0.0], [0.0, 0.0, 0.0], [0.0, 0.0, 0.0], [0.0, 0.0, 0.0], [0.0, -0.1, 0.0], [0.0, 0.1, 0.0], [0.0, 0.0, 0.0], [0.0, 0.0, -0.1], [0.0, 0.1, 0.0], [0.0, 0.0, 0.0], [0.0, 0.0, 0.0], [-0.1, 0.1, 0.0], [0.0, -0.1, 0.0], [-0.1, 0.1, 0.1], [0.1, 0.0, 0.0], [-0.1, 0.0, 0.0], [0.1, -0.2, 0.1], [0.0, 0.0, 0.0], [0.0, 0.0, 0.0], [0.0, 0.0, 0.0], [-0.1, -0.1, 0.0], [0.0, 0.0, 0.1], [0.0, 0.0, 0.0], [0.1, 0.0, -0.1], [0.1, 0.1, 0.1], [0.0, 0.2, 0.0], [0.0, -0.1, 0.0], [0.0, 0.0, 0.0], [0.1, 0.0, -0.1], [0.0, 0.0, 0.0], [0.1, 0.0, 0.0], [0.0, 0.0, 0.0], [0.0, 0.0, 0.1], [0.0, 0.0, 0.0], [0.2, -0.1, 0.0], [0.0, 0.0, 0.1], [-0.1, 0.0, 0.0], [0.0, 0.0, 0.0], [0.0, 0.0, 0.0], [-0.2, 0.1, 0.0], [0.0, 0.1, 0.0], [0.0, 0.0, 0.0], [0.0, 0.0, 0.0], [0.0, 0.0, 0.0], [0.0, 0.0, 0.0], [0.0, 0.1, 0.1], [0.0, 0.0, 0.0]], "s_squared": 3.7570, "homo_lumo_gap_ev": [6.90, 7.11], "charge": 0, "e_homo_ev": [-6.6, -6.8], "spin_multiplicity": 4}

Number 1: E -8965.2018 eV. Number 2: E -116596.9306 eV.